*w*
84
Properties=species:S:1:pos:R:3 method="wB97M-V/def2-TZVPD" lumo_ev=4.02 total_charge=-2 orbital_gap_ev=5.873
H 2.78529 -1.40241 -1.15624
H -5.82504 -1.76992 1.10771
S 2.25758 5.71827 -2.22554
C 2.54244 -1.36896 0.98198
O 0.79129 2.60340 -0.98158
H -5.31025 -2.73015 3.79633
O -2.72750 1.15321 -1.26665
C -4.68405 -1.84476 3.72158
C 2.63307 -0.62898 2.15795
H 2.24169 -2.40934 1.01542
N -1.54202 -0.82938 -1.98114
C -1.41957 -2.09640 -2.44878
S -2.83270 0.05594 -2.22420
C 2.08348 -2.70446 3.52199
H -4.94665 -1.20491 -3.73032
H -3.88843 -3.92118 2.20496
H 1.11281 -0.90163 5.27691
H -5.86790 -0.69802 5.06712
C -4.26920 -0.82502 -1.73640
H -7.01681 -2.37207 -2.96716
H -4.40693 1.32743 4.88578
H -7.98798 -2.58617 0.49265
C -2.69858 -0.74124 2.71667
H -0.46422 -1.99720 0.52362
H -1.42999 6.07146 -5.56677
H -8.48808 -2.76101 -1.07548
C -4.99538 -0.71800 4.42333
C -6.55872 -2.13995 -0.88069
H 2.84173 -3.27412 2.97764
O -3.02350 0.42143 -3.61373
C 2.84748 -0.79558 -0.25755
C -4.17320 0.43675 4.31957
C -0.90459 3.67652 -3.21480
H -0.85694 -5.70807 -3.42570
N -0.23212 -2.67728 -2.10708
N -7.70723 -2.83957 -0.44245
C -1.01607 -4.67504 -3.15134
C -1.32217 -1.90680 1.19468
C -5.16211 -1.32848 -2.67490
C -5.64948 -1.64475 0.04455
H 0.88909 -4.38608 -2.18560
H 1.52479 0.59511 4.42974
C -2.14384 -3.06158 1.30561
C 3.55140 1.16540 -1.69427
N -2.39480 -2.72130 -3.14442
H -1.34184 2.75931 -2.83252
C -1.50312 4.36474 -4.26596
C 1.27752 -0.46011 4.28708
C -0.06168 -3.93503 -2.46350
H -2.96834 -4.48401 -4.02151
H 3.31244 -1.06122 4.10666
C -2.17456 -3.98764 -3.46855
H 2.03453 -3.09049 4.54395
C 0.79412 5.37664 -3.15259
H 0.66765 6.98754 -4.57900
C 2.97094 0.72212 2.03662
H 3.00012 1.34096 2.92913
C -3.54248 -1.88658 2.86964
K -0.59966 0.95391 -0.31320
H 0.34292 -0.48443 3.71842
H 3.42320 2.36856 0.73883
C 2.38374 -1.21136 3.54297
C -6.30816 -1.97854 -2.24391
H 2.98686 0.70216 -2.50762
H -1.90771 -3.95362 0.72984
N 2.16680 4.44423 -1.25859
C 1.09912 3.66227 -1.54080
O 3.38938 5.64952 -3.11876
C -1.55485 -0.70916 1.85269
C 0.22429 6.07351 -4.20220
H -2.41097 3.96897 -4.70590
H 4.61534 1.03876 -1.91676
C 0.24989 4.20893 -2.66949
C -3.08000 0.40676 3.50240
C -0.94294 5.54887 -4.75142
I -1.87837 2.11807 3.43220
C 3.20284 0.54163 -0.36590
H 3.33610 2.23416 -1.69709
H 1.11129 -2.89357 3.05252
C 3.22491 1.30269 0.80598
H -3.80152 -0.59351 0.34968
C -4.50547 -0.98607 -0.37791
C -3.23827 -3.05564 2.12432
O 2.06355 6.95098 -1.50155

***

*x*
84
Properties=species:S:1:pos:R:3 method="wB97M-V/def2-TZVPD" lumo_ev=4.10 total_charge=-2 orbital_gap_ev=5.373
H 8.21052 0.27827 0.61912
C -3.79066 3.69430 -3.31802
C 3.55096 3.05684 -1.42452
C -0.66598 -0.35844 4.51571
C -0.55446 3.79372 3.26181
H -2.76568 -4.41344 -6.36706
C -2.61782 -3.94100 -1.97529
C -2.25320 -1.97619 -3.31843
H -2.95543 -5.78262 -5.44998
H 6.63785 -0.61500 2.33102
C 4.86905 2.69180 -1.41982
C 4.95749 0.41394 1.51058
H 3.92816 -2.04454 -0.66552
H -2.24116 -2.59420 3.65194
H 1.26121 2.42845 4.75884
C -1.94024 -2.55868 4.70288
H 0.55385 -3.58682 4.26481
H -1.07052 3.90493 2.30708
I 3.67327 -0.37494 2.98940
S -1.87958 -1.68334 -0.62444
C 6.70408 1.40695 -0.38170
H 1.44050 -2.05849 4.12605
C -2.85021 -4.06552 -4.36929
H 1.62018 2.87286 -0.52537
H 3.18762 3.74489 -2.18450
C 2.65444 2.53666 -0.46085
H 3.78399 -3.45480 -2.75780
H -0.29664 -1.91384 5.91057
C 5.34000 1.79481 -0.43104
C 3.01051 1.64157 0.53891
C -2.90023 -4.67389 -3.11519
H 1.21363 0.07896 5.45858
C -1.42674 2.47652 -0.75171
H -1.85185 -3.58912 5.05866
H -2.73254 -2.06530 5.27324
C 1.61950 -3.42611 -2.65387
S -1.18549 2.43257 -3.19126
H 1.45512 -4.01385 -3.55577
C -2.53771 -2.71182 -4.45788
C -2.72232 3.06508 -1.25062
H -2.50937 -2.23180 -5.43218
O -1.19391 2.38078 0.45821
C -1.66869 1.52473 3.36833
C 2.90213 -3.12527 -2.22796
N -3.17065 -4.80158 -5.52987
C 4.40279 1.29349 0.53383
H -3.75514 3.47138 0.57478
H -3.15881 -5.72634 -3.03993
C 0.40842 1.81225 4.49502
N -0.58354 2.13283 -1.73645
H -2.64905 -4.39940 -0.99431
N 0.52578 -3.03699 -2.02202
K 0.24702 0.53296 0.04999
O -0.44465 3.45749 -3.88923
H 5.56444 3.07719 -2.15960
C -2.73580 3.12987 -2.62769
C -4.85941 4.10152 -1.18348
C 0.68246 -2.29328 -0.89681
C 7.16421 0.56032 0.58631
N 1.90624 -1.93651 -0.41223
H -3.78176 3.75539 -4.40032
O -2.75434 -2.20397 0.40630
C -0.60283 -1.83711 4.86027
H -1.01565 4.46061 3.99694
H 7.38322 1.79997 -1.13323
C -1.69690 0.19310 3.76616
N -0.37152 -1.88399 -0.15026
C -2.27534 -2.60360 -2.08468
C -4.86015 4.18305 -2.57546
C 0.46389 -2.52827 3.99938
C 0.38214 0.48216 4.88614
H -5.70947 4.48006 -0.62807
C -0.61258 2.35795 3.71751
C 6.27504 0.05098 1.56050
H -5.70274 4.63536 -3.08559
H 0.20094 -2.45404 2.93972
H -2.51596 -0.42916 3.42449
H -2.45764 1.89375 2.72316
H 0.48193 4.10472 3.11878
C -3.78177 3.54181 -0.50543
O -1.45124 1.23005 -3.94559
O -2.07094 -0.28689 -0.97265
H -2.00180 -0.92267 -3.38737
C 2.96753 -2.35408 -1.07466

***

The winner here is *w*, beating the second structure by 0.0284 hartree.

***

*w*
9
Properties=species:S:1:pos:R:3 method="wB97M-V/def2-TZVPD" lumo_ev=0.33 smiles="O=C(S)CO" total_charge=0 orbital_gap_ev=10.215
H 0.66560 1.26263 1.25336
C 0.38318 0.19818 1.32722
H -1.43167 0.64517 2.13818
O -0.99032 -0.03952 1.54401
H -1.34094 0.81912 -0.28834
O 1.61215 -0.81988 -0.45938
C 0.67657 -0.15761 -0.16100
S -0.65021 0.25147 -1.29689
H 1.17723 -0.11867 1.97272

***

*x*
9
Properties=species:S:1:pos:R:3 method="wB97M-V/def2-TZVPD" lumo_ev=-0.39 smiles="CC=S(=O)=O" total_charge=0 orbital_gap_ev=9.264
H 0.12172 -1.59346 0.03191
H 0.97242 1.21186 0.07715
O -1.72151 1.42604 0.43040
S -1.50117 0.07167 0.02283
C 0.00530 -0.56343 0.15265
H 1.51792 0.28153 -1.09303
O -2.60698 -0.84606 -0.08646
H 1.92572 -0.25625 0.57495
C 1.28659 0.26809 -0.11040

***

*y*
9
Properties=species:S:1:pos:R:3 method="wB97M-V/def2-TZVPD" lumo_ev=0.71 smiles=O[C@@]1(S)CO1 total_charge=0 orbital_gap_ev=10.426
H -1.07369 -1.21608 1.06866
H 0.80996 -0.22668 1.74403
C 0.31670 0.10339 -0.06841
H -1.35309 -0.91945 -0.75951
O -0.83039 0.83200 0.32535
C -0.96168 -0.54948 0.17709
H 0.83701 1.65014 -1.65060
S 0.91745 0.31890 -1.68638
O 1.33772 0.00727 0.84978

***

The winner here is *w*, beating the second structure by 0.0354 hartree.

***

*w*
9
Properties=species:S:1:pos:R:3 method="wB97M-V/def2-TZVPD" lumo_ev=3.90 total_charge=-1 orbital_gap_ev=8.080
C -0.51100 -0.05912 -1.77460
H -1.10110 0.07643 -0.82099
N 0.19345 1.30033 1.76243
O 1.35193 -0.87010 1.32353
S 0.71816 0.08400 2.29251
H -0.44993 -1.14108 -2.15836
O 0.72464 -0.38502 3.70829
F -1.41742 0.65873 -2.59242
H 0.49126 0.33583 -1.74038

***

*x*
9
Properties=species:S:1:pos:R:3 method="wB97M-V/def2-TZVPD" lumo_ev=4.12 smiles="N[S@@](=O)([O-])=CF" total_charge=-1 orbital_gap_ev=7.082
H 0.56087 0.47384 0.45288
F -2.04651 1.39884 -0.25258
H 0.16527 0.72952 -1.26106
H -3.12637 0.12331 0.54526
O -1.48178 -1.76389 -1.02678
S -1.04186 -0.87025 0.01696
O -0.45461 -1.50730 1.15726
C -2.15056 0.37136 0.76308
N 0.28011 0.12411 -0.46359

***

The winner here is *w*, beating the second structure by 0.0188 hartree.

***

*w*
22
Properties=species:S:1:pos:R:3 method="wB97M-V/def2-TZVPD" lumo_ev="-7.43 / -13.56" spin_multiplicity=2 total_charge=+2 orbital_gap_ev="12.586 / 6.360" s_squared=0.754
H -0.27262 -0.89163 -3.02389
H 0.77928 -0.56786 -1.04261
O 1.07696 1.95412 -0.82674
C 0.68760 -0.06063 2.07106
C -1.15441 -1.23506 -1.14947
H 0.92373 2.84386 -0.49365
C 0.43482 -1.15710 1.00473
H 0.66988 -0.49968 3.08438
H 1.68171 0.38496 1.92741
H -0.13570 0.37907 -0.15174
N -0.15068 1.13523 1.97445
H 0.28427 1.90102 2.50436
H -1.11890 0.98505 2.30587
C -1.20057 -0.58245 -2.52837
H -0.91497 -2.30006 -1.20914
H 1.97113 1.98875 -1.20198
H -2.00462 -1.12673 -0.48061
H -2.02646 -0.89576 -3.16032
H 1.33152 -1.73013 0.81660
N 0.03341 -0.60381 -0.34583
H -1.20570 0.50978 -2.44442
H -0.38612 -1.73108 1.43517

***

*x*
22
Properties=species:S:1:pos:R:3 method="wB97M-V/def2-TZVPD" lumo_ev="-6.86 / -12.20" spin_multiplicity=2 total_charge=+2 orbital_gap_ev="11.356 / 6.016" s_squared=0.755
H -1.36604 -0.54005 0.60659
N -1.23644 1.52119 2.12578
H 1.71947 0.47649 -2.56716
O 0.08463 -3.08463 -0.81244
H -2.23316 1.37558 2.31581
H 0.38142 1.01250 -3.34357
C -0.31977 -0.46056 0.91777
H 1.36476 0.82329 0.21420
H -0.56885 -0.22514 -1.71532
H -0.14737 -1.45113 1.29773
N -0.03765 0.56181 -1.32386
H -0.60718 -3.66895 -1.15351
C 0.87595 1.14642 -2.38468
H -0.77445 1.21954 -1.07148
H 1.10748 2.14006 -2.02615
H 0.66647 0.80171 2.49464
H -0.56335 -0.17127 3.11090
H -0.93505 2.46008 2.39277
H 1.38779 -0.75131 -0.38943
H 0.84906 -3.66911 -0.80604
C 0.68652 0.03242 -0.11765
C -0.33425 0.45106 2.23511

***

The winner here is *x*, beating the second structure by 0.0296 hartree.